(1)
Formula: C3H5N3S
Source: OMol25
Level of theory: ωB97M-V/def2-TZVPD

Last column: Löwdin charge in e.
Cartesian coordinates (Å):
1 C -2.2914 0.5554 0.1038  -0.367
2 C 0.1659 -0.7210 -0.0629  -0.783
3 C 2.2041 -0.7242 0.1061  -0.261
4 H -2.3606 1.0577 1.0806  0.019
5 H -3.4312 0.1642 -0.4563  0.107
6 H -1.7783 1.0364 -0.8211  0.034
7 H 3.1565 -1.0660 -0.0434  0.106
8 H 2.3303 1.4335 0.0565  0.223
9 N 1.2263 -1.5459 -0.0094  0.089
10 N 1.7917 0.4658 0.1191  -0.020
11 N 0.4800 0.5523 -0.1310  0.033
12 S -1.4932 -1.2082 0.0578  0.821

Cartesian forces, eV/Å:
-2.06 -2.87 -4.48
-1.09 0.15 -0.37
1.20 -2.76 -0.36
0.17 -0.31 -0.71
3.17 1.60 2.30
-0.90 -0.19 2.29
2.56 -0.26 0.36
-1.28 -3.24 0.25
-1.96 -2.10 0.29
1.65 8.59 -1.08
-0.52 0.09 1.25
-0.96 1.29 0.25

Energy above the lowest of the compared OMol25 structures with the same formula, charge and spin = 241.2 kJ/mol
HOMO level = -8.49 eV
DFT total energy = -679.69333 hartree
LUMO = 0.0294 Eh
Gap between HOMO and LUMO = 9.294 eV

=====

(2)
Formula: C7H9N3O
Source: OMol25
Level of theory: ωB97M-V/def2-TZVPD

Last column: Löwdin charge in e.
Cartesian coordinates (Å):
1 C -3.7508 -1.4041 0.1482  -0.156
2 C -2.2747 -1.5313 -0.0417  -0.207
3 C -1.5479 -1.0094 1.3507  -0.078
4 C 0.2332 0.2423 0.6414  -0.332
5 C 1.8508 0.1423 -1.0913  -0.476
6 C 1.2658 2.2399 -0.0575  -0.081
7 C 0.3025 1.7438 0.6414  -0.013
8 H -3.9821 -2.1482 0.9449  0.087
9 H -4.0557 -1.9510 -0.7403  0.063
10 H -4.3288 -0.4716 0.0775  0.086
11 H -1.9222 -2.7919 0.0706  0.201
12 H -1.7488 -1.0350 -0.8424  0.077
13 H -1.8780 -1.5917 2.2005  0.096
14 H 2.6531 1.9013 -1.4194  0.097
15 H 1.5372 3.2243 -0.0016  0.100
16 H -0.3797 2.3170 1.2783  0.118
17 N -0.5224 -0.2653 1.6284  0.093
18 N 1.1385 -0.5474 -0.0268  0.196
19 N 2.1445 1.4249 -0.7998  0.137
20 O 2.2885 -0.5348 -2.0911  -0.010

Cartesian forces, eV/Å:
-0.60 -2.27 -1.23
3.82 -1.20 4.15
1.19 -0.77 -0.93
3.79 0.78 -1.72
0.75 -5.24 -1.18
2.30 -1.51 -1.34
-2.45 -2.66 1.09
-0.49 1.24 -0.08
-0.85 -0.11 -0.24
0.82 -0.06 0.72
-1.12 3.83 -0.80
-0.27 -0.17 -0.60
-0.75 0.29 0.39
2.67 1.95 -3.04
0.62 2.43 -0.21
0.43 -0.28 -0.38
-2.68 -2.32 -0.47
-2.66 2.81 -0.19
-3.00 0.06 2.54
-1.49 3.23 3.53

Energy above the lowest of the compared OMol25 structures with the same formula, charge and spin = 248.5 kJ/mol
HOMO level = -9.31 eV
DFT total energy = -511.55089 hartree
LUMO = 0.0157 Eh
SMILES = CC/C=N\c1cc[nH]c(=O)n1
Gap between HOMO and LUMO = 9.735 eV

=====

(3)
Formula: CH3BrClN
Source: OMol25
Level of theory: ωB97M-V/def2-TZVPD

Last column: Löwdin charge in e.
Cartesian coordinates (Å):
1 C -1.2340 0.5574 -0.0113  -1.333
2 N -0.4051 0.0755 0.9952  -0.103
3 Cl -1.4647 2.2507 0.1200  0.575
4 Br -2.7963 -0.5241 -0.1725  0.606
5 H -0.0814 -0.8304 -1.8366  0.096
6 H 0.5452 0.4958 0.9081  0.104
7 H -0.6289 -0.9190 1.1164  0.054

Cartesian forces, eV/Å:
0.15 -0.59 0.60
-0.12 0.23 -0.73
-0.18 0.62 -0.46
-0.19 0.21 -0.12
-0.08 0.23 0.05
-0.94 -1.23 0.48
1.36 0.54 0.17

Energy above the lowest of the compared OMol25 structures with the same formula, charge and spin = 429.8 kJ/mol
HOMO level (spin up / spin down) = -10.40 / -7.90 eV
DFT total energy = -3128.69952 hartree
LUMO (spin up / spin down) = -0.0079 / -0.0200 Eh
Gap between HOMO and LUMO (spin up / spin down) = 10.187 / 7.361 eV

=====

(4)
Formula: C18H20ClNO11P2RuS2
Source: OMol25
Level of theory: ωB97M-V/def2-TZVPD

Last column: Löwdin charge in e.
Cartesian coordinates (Å):
1 Ru 0.5953 0.6169 0.4314  1.078
2 C -2.8846 2.0679 2.7320  -0.074
3 C -2.6737 0.5995 3.0213  -0.602
4 O -3.5039 0.0798 4.0328  -0.045
5 P -0.9170 0.3001 3.4601  0.483
6 O -0.6762 -1.2623 3.5616  -0.119
7 O -0.9046 0.7137 5.0172  -0.107
8 O 0.1508 1.0507 2.7663  -0.368
9 P -2.8934 -0.4232 1.4733  0.321
10 O -3.0270 -1.9187 2.1126  -0.145
11 O -4.0974 -0.0620 0.7058  -0.285
12 O -1.5216 -0.4488 0.8358  -0.415
13 H -2.7439 2.6715 3.6305  0.088
14 H -3.8829 2.2269 2.3266  0.088
15 H -2.1561 2.3715 1.9810  0.011
16 H -3.1859 0.4156 4.8836  0.090
17 H -0.7242 -1.6701 2.6888  0.022
18 H 0.0116 0.8935 5.2384  0.085
19 H -3.8867 -1.9847 2.5273  0.068
20 C 0.2078 -1.2980 -2.1483  -0.035
21 C 0.3508 0.0837 -2.6887  -0.309
22 C 0.7060 0.3177 -4.0303  -0.005
23 C 0.8467 1.6049 -4.4682  0.006
24 C 0.6517 2.6749 -3.5693  -0.155
25 C 0.7872 4.0233 -3.9494  -0.055
26 C 0.5984 5.0243 -3.0292  -0.091
27 C 0.2968 4.7217 -1.7041  -0.121
28 C 0.1893 3.4070 -1.2719  -0.614
29 S -0.0959 3.0708 0.3997  0.674
30 C 0.3315 2.3531 -2.2225  -0.239
31 N 0.1603 1.0719 -1.8394  0.054
32 H -0.1301 -2.0069 -2.9006  0.088
33 H -0.4861 -1.2895 -1.3017  0.053
34 H 1.1877 -1.6165 -1.7857  0.081
35 H 0.8739 -0.5237 -4.6880  0.113
36 H 1.1084 1.8245 -5.4946  0.116
37 H 1.0455 4.2515 -4.9743  0.103
38 H 0.7049 6.0588 -3.3255  0.099
39 H 0.1635 5.5107 -0.9811  0.095
40 O 4.5165 0.0610 0.2706  -0.337
41 Cl 3.6348 1.1559 0.1070  0.591
42 O 4.3586 2.3339 -0.2039  -0.312
43 O 2.7177 0.8601 -0.9727  -0.412
44 O 2.8634 1.3547 1.2974  -0.438
45 S 1.7757 -1.4847 1.2189  0.674
46 C 1.2737 -3.0461 0.6037  -0.668
47 C 2.2613 -3.9679 0.2443  -0.129
48 C 1.9143 -5.2206 -0.2177  -0.108
49 C 0.5799 -5.5925 -0.2962  -0.115
50 C -0.4047 -4.6865 0.0686  -0.092
51 C -0.0681 -3.4182 0.5009  -0.131
52 H 3.2954 -3.6726 0.3283  0.097
53 H 2.6834 -5.9209 -0.5164  0.095
54 H 0.3103 -6.5827 -0.6392  0.090
55 H -1.4466 -4.9666 0.0086  0.100
56 H -0.8424 -2.7077 0.7465  0.064

Cartesian forces, eV/Å:
-1.26 0.63 0.49
0.01 0.08 -0.13
0.76 -0.26 -0.62
-0.23 -0.04 0.52
-0.30 -0.82 0.79
-0.18 0.53 0.40
-0.28 -0.13 -0.34
0.51 0.25 -1.39
-0.41 -0.24 -0.16
0.33 0.35 -0.40
0.01 0.21 0.20
1.39 0.53 -0.36
0.02 0.02 0.03
-0.03 -0.04 0.04
-0.05 0.23 -0.04
-0.15 -0.04 -0.11
0.17 -0.28 -0.31
0.32 0.19 0.34
-0.36 -0.16 0.22
0.03 0.02 0.13
-0.30 -0.26 0.25
-0.03 0.41 -0.24
-0.07 -0.28 0.23
-0.14 -0.08 0.38
-0.02 0.29 -0.01
0.10 -0.16 -0.50
-0.05 -0.64 0.25
-0.03 0.25 -0.31
0.38 -1.66 0.27
0.08 1.15 -0.46
0.81 -0.99 1.67
-0.03 0.00 -0.08
0.10 -0.13 -0.18
0.00 -0.12 0.08
-0.05 -0.02 0.02
0.05 -0.02 -0.07
0.02 0.02 -0.07
-0.01 0.05 -0.04
0.03 0.10 0.10
0.56 -0.60 0.19
1.83 -0.13 -0.64
0.27 0.82 -0.16
-1.40 -0.21 -0.48
-1.60 0.21 1.04
-0.34 1.14 -0.33
-0.39 0.05 -0.09
-0.06 0.29 0.04
-0.09 -0.26 0.02
-0.03 -0.10 -0.05
-0.06 -0.12 -0.12
0.17 -0.05 0.03
0.15 0.05 -0.05
0.07 -0.01 0.03
-0.01 -0.03 -0.03
-0.11 -0.02 -0.01
-0.08 0.07 0.03

Energy above the lowest of the compared OMol25 structures with the same formula, charge and spin = 327.9 kJ/mol
HOMO level (spin up / spin down) = -5.04 / -5.05 eV
DFT total energy = -3614.52549 hartree
LUMO (spin up / spin down) = 0.0383 / 0.0511 Eh
Gap between HOMO and LUMO (spin up / spin down) = 6.082 / 6.442 eV
Net charge = -1
Multiplicity = 2